(1)
DFT (the ωB97M-V functional and the def2-TZVPD basis) results for C41H54BN6O7P2Se2Tl as an isolated structure.

Properties
- Multiplicity: 1
- Energy: -221304.9054 eV
- Maximum force: 0.45 eV/A

Geometry as XYZ:
```
114
Properties=species:S:1:pos:R:3:forces:R:3:lowdin_charge:R:1
Tl 0.81387 0.53562 0.00218 0.0 -0.4 0.1 0.941
C 1.44051 0.94063 -5.41680 0.0 0.0 0.0 -0.092
C 0.13883 1.24258 -4.66958 0.0 0.0 0.0 -0.693
C -1.04720 1.13524 -5.63231 0.0 0.0 0.0 -0.083
C 0.21317 2.68907 -4.16032 0.0 0.0 0.0 -0.105
P 0.06009 0.16642 -3.13045 0.0 0.0 0.0 1.136
C -1.73851 0.35465 -2.72201 0.0 0.0 0.0 -0.288
N -2.05977 -0.01143 -1.35154 0.0 0.1 0.0 -0.013
B -1.32252 0.06889 -0.13137 0.0 0.0 -0.2 -0.611
N -2.15103 -0.41551 0.91490 0.0 0.0 0.0 0.021
C -1.96176 -0.65256 2.33795 0.0 0.0 0.0 -0.286
P -0.55221 0.25498 3.11284 0.0 0.1 0.0 1.136
C -1.36748 1.84870 3.69203 0.0 0.0 0.0 -0.694
C -0.25284 2.81820 4.10865 0.0 0.0 0.0 -0.097
C -2.40632 1.74072 4.80584 0.0 0.0 0.0 -0.087
C -2.03561 2.44637 2.44781 0.0 0.0 0.0 -0.100
C -0.22229 -0.86492 4.58897 0.0 0.0 0.0 -0.685
C -1.45593 -1.45484 5.27956 0.0 0.0 0.0 -0.079
C 0.62539 -2.02211 4.03782 0.0 0.0 0.0 -0.097
C 0.61705 -0.11609 5.62860 0.0 0.0 0.0 -0.096
C -3.35394 -0.81989 0.33205 0.0 0.0 0.0 -0.155
C -4.46856 -1.40755 0.90785 0.0 0.0 0.0 -0.002
C -5.54922 -1.70380 0.08596 0.0 0.0 0.0 -0.089
C -5.51467 -1.41988 -1.27465 0.0 0.0 0.0 -0.092
C -4.39391 -0.83961 -1.85774 0.0 0.0 0.0 -0.012
C -3.31033 -0.55259 -1.04281 0.0 0.0 0.0 -0.164
C 0.18543 -1.65447 -3.57906 0.0 0.0 0.0 -0.676
C -0.39244 -2.43619 -2.38767 0.0 0.0 0.0 -0.072
C 1.67437 -2.01022 -3.69097 0.0 0.0 0.0 -0.082
C -0.55044 -2.09431 -4.84331 0.0 0.0 0.0 -0.086
H 1.60763 1.71155 -6.17426 0.0 0.0 0.0 0.089
H 1.40391 -0.02130 -5.92752 0.0 0.0 0.0 0.066
H 2.30018 0.93849 -4.74214 0.0 0.0 0.0 0.086
H -0.90152 1.84224 -6.45472 0.0 0.0 0.0 0.088
H -1.99172 1.39393 -5.15068 0.0 0.0 0.0 0.075
H -1.14601 0.14268 -6.06565 0.0 0.0 0.0 0.061
H 0.27478 3.36746 -5.01611 0.0 0.0 0.0 0.094
H 1.09628 2.84571 -3.54009 0.0 0.0 0.0 0.042
H -0.66529 2.97345 -3.57541 0.0 0.0 0.0 0.061
H -2.34566 -0.25567 -3.39297 0.0 0.0 0.0 0.080
H -2.01377 1.39836 -2.90674 0.0 0.0 0.0 0.084
H -1.80585 -1.72112 2.49696 0.1 0.0 0.0 0.082
H -2.88633 -0.37457 2.85319 0.0 0.0 0.0 0.088
H 0.31281 2.46662 4.97041 0.0 0.0 0.0 0.062
H -0.69130 3.78547 4.37111 0.0 0.0 0.0 0.088
H 0.44681 2.97897 3.28452 0.0 0.0 0.0 0.074
H -1.95946 1.45437 5.75710 0.0 0.0 0.0 0.065
H -3.19372 1.02300 4.56740 0.0 0.0 0.0 0.076
H -2.88462 2.71439 4.94948 0.0 0.0 0.0 0.087
H -1.31865 2.53266 1.62833 0.0 0.0 0.0 0.046
H -2.39371 3.45362 2.68065 0.0 0.0 0.0 0.096
H -2.88792 1.85655 2.10498 0.0 0.0 0.0 0.085
H -2.09435 -2.00583 4.58876 0.0 0.0 0.0 0.077
H -2.05952 -0.69954 5.77832 0.0 0.0 0.0 0.062
H -1.12358 -2.16751 6.04001 0.0 0.0 0.0 0.089
H 0.10904 -2.57520 3.25345 0.0 0.0 0.0 0.057
H 0.85803 -2.71110 4.85483 0.0 0.0 0.0 0.092
H 1.56528 -1.66808 3.61026 0.0 0.0 0.0 0.070
H 0.04664 0.65459 6.14648 0.0 0.0 0.0 0.064
H 1.49912 0.35253 5.18446 0.0 0.0 0.0 0.066
H 0.96667 -0.82874 6.38042 0.0 0.0 0.0 0.091
H -4.49608 -1.64873 1.96167 0.0 0.0 0.0 0.109
H -6.42776 -2.16892 0.51282 0.0 0.0 0.0 0.101
H -6.36967 -1.65929 -1.89282 0.0 0.0 0.0 0.100
H -4.37909 -0.62362 -2.91764 0.0 0.0 0.0 0.105
H 0.02442 -2.11257 -1.43097 0.0 0.0 0.0 0.059
H -0.13931 -3.49270 -2.51303 0.0 0.0 0.0 0.100
H -1.47964 -2.36068 -2.32891 0.0 0.0 0.0 0.088
H 2.21909 -1.68796 -2.80281 0.0 0.0 0.0 0.062
H 2.14485 -1.55841 -4.56370 0.0 0.0 0.0 0.066
H 1.77437 -3.09535 -3.78467 0.0 0.0 0.0 0.093
H -1.60596 -1.81355 -4.82900 0.0 0.0 0.0 0.074
H -0.50625 -3.18476 -4.91761 0.0 0.0 0.0 0.091
H -0.09393 -1.68861 -5.74618 0.0 0.0 0.0 0.066
Se 2.96537 2.51791 -1.26221 0.1 0.1 -0.1 0.741
Se 2.35941 4.75544 -1.03775 0.0 0.0 0.0 0.702
C 0.44348 4.56128 -1.18293 0.0 0.0 0.0 -0.675
C -0.23668 5.62213 -1.77641 0.0 0.0 0.0 -0.113
C -1.60952 5.53190 -1.90847 0.0 0.0 0.0 -0.058
C -2.25036 4.38445 -1.46378 0.0 0.0 0.0 -0.049
C -1.48083 3.38649 -0.89315 0.0 0.0 0.0 -0.164
N -0.15625 3.46839 -0.74062 0.0 0.0 0.0 0.033
C 3.42496 2.18149 0.57237 0.0 0.0 0.1 -0.622
C 4.62479 2.61134 1.10628 0.0 0.0 0.0 -0.073
C 4.94142 2.24208 2.40307 0.0 0.0 0.0 -0.027
C 4.06107 1.44370 3.11258 0.0 0.0 0.0 -0.021
C 2.87892 1.06022 2.50853 0.0 0.0 0.0 -0.108
N 2.56295 1.44370 1.27116 0.0 0.1 0.0 -0.029
H 0.30642 6.48322 -2.14168 0.0 0.0 0.0 0.100
H -2.16796 6.33690 -2.36846 0.0 0.0 0.0 0.113
H -3.32028 4.25920 -1.55654 0.0 0.0 0.0 0.111
H -1.94662 2.47320 -0.53894 0.0 0.0 0.0 0.085
H 5.30577 3.19279 0.50265 0.0 0.0 0.0 0.114
H 5.88068 2.55186 2.84162 0.0 0.0 0.0 0.118
H 4.28550 1.10439 4.11386 0.0 0.0 0.0 0.114
H 2.15200 0.42640 2.99763 0.0 0.0 0.0 0.058
O 4.70557 -0.54092 -0.08614 0.0 0.0 0.0 0.082
C 3.57075 -0.91666 -0.32354 0.0 0.0 0.0 -0.580
O 2.68507 -0.18458 -0.95199 0.0 0.1 -0.1 -0.277
C 3.12783 -2.31737 0.00346 0.0 0.0 0.0 -0.046
C 3.99904 -3.34113 -0.25371 0.0 0.0 0.0 0.074
C 3.58142 -4.66503 -0.10407 0.0 0.0 0.0 -0.141
C 2.29360 -4.96512 0.26734 0.0 0.0 0.0 0.077
C 1.41459 -3.93553 0.56383 0.0 0.0 0.0 -0.054
C 1.80712 -2.55781 0.52148 0.0 0.0 0.0 -0.295
O 1.07098 -1.60211 0.92539 0.0 0.0 0.0 -0.161
N 0.04428 -4.33421 0.86810 0.0 0.0 0.0 -0.331
O -0.75050 -3.49590 1.26300 0.0 0.0 0.0 0.052
O -0.25832 -5.50254 0.68809 0.0 0.0 0.0 0.062
N 4.51117 -5.75010 -0.38576 0.0 0.0 0.0 -0.363
O 4.11823 -6.89426 -0.24344 0.0 0.0 0.0 0.064
O 5.63633 -5.45275 -0.74565 0.0 0.0 0.0 0.066
H 5.00283 -3.12089 -0.58888 0.0 0.0 0.0 0.135
H 1.96486 -5.99047 0.32931 0.0 0.0 0.0 0.130
```
Forces are in eV/Å.

***

(2)
DFT (the ωB97M-V functional and the def2-TZVPD basis) results for C41H54Br2F5KN5O5PS3Te as an isolated structure in a non-equilibrium geometry.

Properties
- Multiplicity: 1
- Energy: -280171.3983 eV
- Charge: -2
- Maximum force: 3.53 eV/A

Geometry as XYZ:
```
118
Properties=species:S:1:pos:R:3:forces:R:3:lowdin_charge:R:1
K -1.34181 -1.27496 2.77817 0.3 0.7 -0.2 0.687
Br 2.44054 1.73895 5.61465 -0.2 0.4 0.0 0.773
C 0.74375 2.50478 5.18445 -0.2 1.0 0.5 -0.576
C 0.34963 3.75787 5.69456 0.0 -1.6 0.1 -0.180
C -0.92556 4.20222 5.45763 0.7 0.8 0.4 -0.641
Br -1.40727 5.91824 6.17329 -0.1 -0.1 0.0 0.676
C -1.82402 3.48659 4.67654 0.8 -2.4 -1.0 -0.216
C -3.10676 3.85326 4.34717 -1.4 -0.2 -0.8 -0.077
C -3.84277 3.12440 3.45675 0.0 -1.0 -1.1 -0.039
C -3.31693 1.92117 2.85683 0.6 1.4 1.6 -0.123
N -2.16653 1.43374 3.26264 0.5 1.0 0.4 0.084
C -1.41966 2.18886 4.12319 -0.6 1.6 0.4 -0.136
C -0.11240 1.69762 4.42832 0.7 -1.7 -0.3 -0.489
O 0.22839 0.55013 4.02929 0.2 -0.4 -0.2 -0.194
H 0.98818 4.21947 6.41858 0.3 0.6 0.0 0.082
H -3.56878 4.72272 4.73946 -0.1 0.8 0.4 0.070
H -4.81849 3.49052 3.15805 0.0 -0.1 0.0 0.094
H -3.72944 1.36285 2.05756 -1.1 -0.3 -0.6 0.047
F -2.22895 -5.39137 6.56551 -0.4 1.2 -1.6 -0.420
Te -2.50214 -4.23883 4.97650 -0.9 0.3 0.5 1.776
F -3.14544 -2.96093 6.20640 0.2 -0.4 0.1 -0.400
F -4.21117 -4.99126 4.93050 -0.1 0.0 0.1 -0.392
F -0.75717 -3.75349 5.34002 0.9 0.1 0.3 -0.394
F -1.94917 -5.72150 4.00654 0.4 -0.4 0.0 -0.390
O -2.63147 -3.11403 3.56780 -0.4 -1.3 1.0 -0.766
N -3.49303 2.32048 -2.35201 0.4 -0.8 0.5 0.007
H -2.53175 2.49653 -1.97160 -1.4 -0.4 -0.3 -0.016
H -3.69979 1.31290 -2.20276 0.8 0.5 -0.3 -0.015
H -4.15595 2.68821 -1.67854 0.2 0.6 0.1 -0.008
O 8.74589 0.35427 2.76717 0.0 -0.9 -0.1 0.008
C 8.77809 -0.76989 2.62856 0.0 0.9 0.1 0.002
S -6.37227 -5.03253 -1.28886 -0.7 -1.4 0.0 0.540
C -5.28385 -3.82428 -1.25315 0.4 1.9 -0.9 -1.180
S -4.49476 -3.17124 0.11167 0.1 -0.3 1.2 0.989
C -3.94763 -1.75770 -0.74208 -0.1 -0.8 -1.3 -1.167
N -4.25933 -1.81507 -2.02522 0.0 0.2 1.0 -0.002
N -4.99089 -2.95911 -2.27235 -0.5 -0.5 -1.2 -0.179
C -5.44403 -3.12310 -3.64693 -0.3 2.5 1.8 -0.217
C -6.06007 -2.03947 -4.30132 0.0 -0.8 0.7 -0.013
C -6.37648 -2.13611 -5.63633 -0.4 1.2 1.1 -0.096
C -6.06050 -3.32218 -6.25433 -1.0 1.4 -1.5 -0.116
C -5.51221 -4.38214 -5.59498 0.3 0.6 -1.4 -0.097
C -5.16935 -4.26426 -4.30361 1.7 -2.0 2.3 -0.073
S -3.02054 -0.61552 0.06500 0.3 0.9 0.3 0.517
H -6.33856 -1.14988 -3.78940 0.2 0.5 0.7 0.102
H -6.86078 -1.21295 -6.06516 0.6 -1.5 -0.1 0.122
H -6.22605 -3.24347 -7.30606 0.0 -1.0 -0.8 0.089
H -5.08599 -5.14242 -6.16112 0.2 -1.6 -0.9 0.088
H -4.56023 -5.03668 -3.75239 -0.9 0.8 -0.8 0.140
O 6.60087 -1.94172 4.58575 0.7 0.6 0.2 0.066
C 5.43022 -1.95652 4.33684 -0.9 -1.2 -0.8 -0.490
O 4.75672 -3.13508 4.37882 -1.0 0.8 -0.2 0.068
C 4.57118 -0.73794 3.93809 0.6 -1.4 -1.0 -0.235
N 3.22893 -1.20312 3.59378 -0.5 0.2 0.4 -0.021
C 2.72188 -0.48839 2.42230 0.9 0.1 -0.8 -0.205
C 3.76502 0.57558 2.07724 -0.1 0.3 -0.3 -0.159
C 5.07840 0.00937 2.64914 -1.9 0.6 2.0 -0.085
H 4.67705 -0.16474 4.82433 -0.4 1.2 0.8 0.107
H 2.53001 -1.14062 4.32102 0.2 0.4 0.4 0.108
H 3.80342 -2.92900 4.08509 1.4 0.0 0.2 0.121
H 1.74919 -0.05608 2.54782 -0.4 0.1 0.5 0.066
H 2.66399 -1.17302 1.60122 -0.1 -0.6 -0.6 0.087
H 3.40618 1.55338 2.40294 0.5 0.0 0.7 0.104
H 3.87229 0.70410 1.00609 -0.1 -0.2 -0.2 0.057
H 5.86172 0.70995 2.88090 0.2 0.3 0.0 0.101
H 5.38680 -0.71035 1.95739 0.9 -1.2 -1.0 0.096
C 5.44120 0.81729 -2.69836 -0.5 -1.0 -0.2 -0.196
C 4.93396 1.35722 -1.37387 -1.5 0.2 -0.6 -0.205
C 3.41092 1.82006 -1.55172 1.6 0.2 0.4 -0.204
C 2.60184 0.66471 -2.16553 -1.2 -0.1 0.6 -0.412
C 3.44969 -0.63740 -2.15745 -1.1 -0.1 -1.6 -0.236
C 4.69596 -0.52612 -3.09166 -0.1 0.7 0.9 -0.161
P 1.08083 0.26758 -0.95895 0.5 -0.7 -2.1 1.162
C -0.12235 -0.64784 -2.10723 -1.0 0.2 1.3 -0.457
C -0.08688 -2.19252 -1.96145 0.4 0.3 0.1 -0.209
C -0.99643 -2.86887 -3.00016 -1.9 0.7 1.1 -0.204
C -0.57564 -2.55591 -4.39822 0.4 0.6 -1.7 -0.221
C 0.26090 -1.24532 -4.49460 -0.9 -0.4 -1.6 -0.199
C -0.31319 -0.18514 -3.57735 -1.7 -1.2 0.9 -0.199
C 0.12659 1.83346 -0.76858 0.0 1.0 1.2 -0.448
C 0.25541 2.97850 -1.77373 1.9 -0.7 -0.5 -0.210
C 0.35895 4.37609 -1.17858 -0.5 -0.6 0.1 -0.189
C -0.66377 4.51113 -0.08333 0.5 0.3 1.0 -0.206
C -0.29786 3.62825 1.08768 1.8 -0.2 0.5 -0.182
C 0.50886 2.40562 0.61528 -0.6 -0.9 1.0 -0.221
H 6.48357 0.59779 -2.60575 0.9 0.0 0.0 0.084
H 5.34520 1.61886 -3.43078 -0.2 -0.2 -0.3 0.103
H 5.53772 2.19283 -1.10643 0.4 0.8 0.4 0.093
H 5.06535 0.60597 -0.58583 -0.2 0.2 -0.1 0.088
H 3.35517 2.70582 -2.22689 0.3 -0.5 0.4 0.109
H 3.06038 2.18422 -0.56235 0.0 -0.4 -0.6 0.078
H 2.28210 0.94470 -3.21921 0.2 -0.5 1.2 0.119
H 2.77202 -1.42769 -2.56250 0.6 0.2 0.6 0.086
H 3.68752 -0.84358 -1.10127 0.1 -0.3 -0.6 0.096
H 4.48988 -0.62065 -4.16961 -0.5 0.5 0.3 0.100
H 5.33424 -1.39713 -2.94539 0.3 0.0 0.5 0.091
H -1.05964 -0.41424 -1.53779 0.5 0.1 -0.6 0.008
H -0.24463 -2.48851 -0.89414 -0.4 0.3 -0.9 0.115
H 0.92752 -2.52504 -2.14816 0.4 -0.3 -0.2 0.079
H -2.09364 -2.58737 -2.88188 1.4 0.0 0.2 0.111
H -0.99116 -3.92527 -2.86836 0.1 -1.0 0.3 0.092
H -1.42504 -2.50325 -5.10720 0.0 0.3 0.6 0.109
H -0.00787 -3.37980 -4.82613 0.5 -0.1 0.1 0.095
H 0.20524 -0.89804 -5.58385 0.5 -0.4 1.4 0.124
H 1.28668 -1.49369 -4.18903 -0.1 0.4 -0.4 0.091
H -1.43025 -0.02712 -3.72024 1.1 -0.5 -0.2 0.137
H 0.08116 0.76436 -3.79024 0.9 1.4 0.0 0.063
H -0.92999 1.53974 -0.71778 0.1 -0.2 0.1 0.078
H -0.55441 2.91787 -2.45233 -0.9 0.1 -0.9 0.081
H 1.17028 2.79438 -2.36751 -0.4 0.2 0.0 0.084
H 0.05633 5.06304 -1.96188 0.8 0.5 -0.2 0.107
H 1.37285 4.51473 -0.73730 -0.6 0.4 -0.6 0.126
H -1.64013 4.15604 -0.33929 -0.7 -0.1 -1.0 0.100
H -0.78448 5.54611 0.20178 -0.1 0.4 0.3 0.104
H -1.18520 3.36453 1.58180 -1.2 -0.7 0.8 0.068
H 0.35636 4.05430 1.88469 -0.5 0.4 -0.6 0.128
H 0.44343 1.58730 1.38970 0.2 0.8 -0.6 0.104
H 1.53609 2.76078 0.58568 0.3 -0.4 0.0 0.079
```
Forces are in eV/Å.

***

> Look up the multiplicity of the second one.

1